1.
{"formula": "C4H8OSSi", "method": "ωB97M-V/def2-TZVPD", "mol_weight_g_mol": 132.3, "total_charge": 0, "e_above_lowest_kj_mol": 29.3, "e_lumo_ev": 0.649, "e_homo_ha": -0.3072, "e_tot_ev": -25038.25978, "gap_ev": 9.01, "spin_multiplicity": 1, "elements": ["C", "C", "C", "C", "O", "Si", "S", "H", "H", "H", "H", "H", "H", "H", "H"], "xyz": [[0.308, -1.802, -0.642], [1.022, -2.847, -1.083], [-1.419, 1.591, -0.732], [0.590, 1.284, 1.672], [0.751, -0.405, -0.741], [-0.256, 0.411, 0.248], [-0.953, -1.773, 0.635], [0.902, -3.874, -0.722], [1.803, -2.602, -1.837], [-1.064, 1.620, -1.658], [-2.406, 1.354, -0.708], [-1.321, 2.551, -0.313], [0.003, 2.128, 1.853], [0.569, 0.655, 2.612], [1.472, 1.707, 1.416]], "forces_ev_per_a": [[1.30, 0.92, 1.66], [0.25, 1.25, -0.80], [1.99, -1.01, 4.21], [-2.81, -2.84, 1.03], [0.24, -2.52, -1.62], [-1.49, -0.65, 0.52], [0.23, 1.52, -0.54], [-0.35, 0.59, -0.39], [-0.47, -0.43, 0.78], [1.39, 0.02, -4.21], [-2.89, -0.99, -0.01], [0.17, 1.38, 0.60], [-1.37, 1.40, 0.60], [0.51, 0.70, -1.14], [3.30, 0.66, -0.68]]}


2.
{"formula": "C5H5N3O", "method": "ωB97M-V/def2-TZVPD", "mol_weight_g_mol": 123.1, "total_charge": 0, "e_above_lowest_kj_mol": 439.2, "e_lumo_ev": -0.628, "e_homo_ha": -0.3366, "smiles": "[H]/N=C(\\NN=C)C(=O)C#C", "e_tot_ev": -11779.16850, "gap_ev": 8.53, "spin_multiplicity": 1, "elements": ["C", "C", "C", "C", "C", "H", "H", "H", "H", "H", "N", "N", "N", "O"], "xyz": [[-2.017, 1.852, 0.190], [0.108, -0.240, -0.842], [0.619, -0.042, 0.599], [1.571, -1.046, 0.992], [2.328, -1.941, 1.318], [-2.639, 2.147, 1.005], [-1.248, 2.528, -0.082], [-1.546, -0.172, -1.898], [0.435, -1.048, -2.575], [3.093, -2.636, 1.641], [-1.992, 0.677, -0.280], [-1.042, 0.412, -1.292], [0.781, -1.016, -1.600], [0.253, 0.896, 1.322]], "forces_ev_per_a": [[1.15, -1.11, -0.42], [0.16, -0.70, -0.86], [-1.15, 1.93, 0.58], [1.26, -1.60, 0.77], [-0.51, 1.29, -0.20], [-0.78, -0.28, 0.29], [0.60, 1.01, -0.54], [-0.31, -0.92, -1.26], [0.00, 0.04, 0.73], [-0.60, 0.30, -0.23], [-2.00, 0.47, 0.93], [0.82, 1.29, 1.54], [0.17, 0.39, 0.11], [1.20, -2.13, -1.43]]}


3.
{"formula": "C2H3NOS", "method": "ωB97M-V/def2-TZVPD", "mol_weight_g_mol": 89.1, "total_charge": 0, "e_above_lowest_kj_mol": 459.3, "e_lumo_ev": [-0.794, -0.883], "e_homo_ha": [-0.2503, -0.2496], "e_tot_ev": -16490.43756, "gap_ev": [6.02, 5.91], "spin_multiplicity": 1, "elements": ["C", "C", "N", "O", "S", "H", "H", "H"], "xyz": [[-0.140, -0.413, -0.070], [1.175, 0.036, 0.602], [-2.279, 0.280, -0.835], [-0.618, -1.482, -0.187], [-2.650, 1.434, -1.738], [1.188, -0.431, 1.523], [2.051, -0.560, 0.120], [1.272, 1.136, 0.585]], "forces_ev_per_a": [[-1.81, -1.22, -0.15], [0.60, -0.20, -3.25], [1.31, 0.49, 0.34], [1.57, 0.77, 0.33], [0.00, -0.09, 0.05], [-0.44, -0.36, 2.41], [-1.45, 1.45, 0.11], [0.21, -0.84, 0.15]]}


4.
{"formula": "C14H20FN", "method": "ωB97M-V/def2-TZVPD", "mol_weight_g_mol": 221.3, "total_charge": 0, "e_lumo_ev": 0.730, "e_homo_ha": -0.2886, "e_tot_ev": -19040.64031, "gap_ev": 8.58, "spin_multiplicity": 1, "elements": ["F", "C", "C", "C", "C", "C", "C", "H", "C", "N", "C", "C", "C", "C", "H", "H", "C", "C", "H", "C", "H", "H", "H", "H", "H", "H", "H", "H", "H", "H", "H", "H", "H", "H", "H", "H"], "xyz": [[-1.178, 0.042, -3.832], [-1.141, 0.766, -2.738], [-2.265, 1.276, -2.346], [-2.230, 1.992, -0.979], [-0.978, 2.218, -0.170], [0.071, 1.431, -0.568], [-0.047, 0.744, -1.718], [1.108, 0.314, -2.312], [1.482, 1.394, 0.185], [1.316, 0.309, 1.059], [1.068, 0.364, 2.389], [0.684, -0.733, 3.245], [-0.690, -1.118, 2.719], [-0.636, -1.922, 1.176], [-0.500, -0.935, 0.532], [-1.616, -2.477, 1.132], [0.506, -2.600, 1.029], [1.631, -2.020, 0.234], [1.320, -1.715, -0.952], [2.236, -0.890, 0.876], [2.854, -1.068, 1.824], [3.075, -0.609, 0.304], [2.491, -2.843, -0.094], [0.912, -3.229, 1.967], [0.564, -3.633, 0.249], [-1.575, -0.591, 2.624], [-1.038, -2.004, 3.413], [1.384, -1.497, 3.181], [0.235, -0.375, 4.358], [0.113, 1.308, 2.435], [1.936, 0.942, 2.900], [1.558, 2.393, 0.755], [2.226, 1.303, -0.523], [-1.052, 2.625, 0.816], [-3.129, 2.437, -0.507], [-3.142, 1.048, -2.885]], "forces_ev_per_a": [[1.17, -0.66, -1.13], [3.99, -1.27, 3.68], [-2.27, 3.68, 5.76], [1.94, 0.36, -0.20], [-5.08, -1.95, -2.40], [2.81, 1.11, -0.17], [3.52, -2.01, -6.89], [-3.67, 1.01, 2.15], [-4.72, 2.44, 1.64], [2.63, -5.68, -1.68], [-0.81, 9.35, 3.30], [-5.62, 2.07, 1.86], [0.41, -7.80, -0.98], [-5.81, 6.94, 2.24], [-1.35, -2.30, 0.63], [1.05, 0.73, -0.37], [6.93, -10.15, -2.27], [1.43, -1.80, -4.07], [0.24, -0.58, 3.41], [2.05, 2.99, 1.13], [-1.44, -0.27, -0.64], [1.03, 0.96, -1.36], [-2.03, 1.87, 1.42], [-0.67, 1.71, -1.57], [-1.71, 2.13, 2.10], [-0.93, 2.45, 0.25], [0.49, 1.29, -1.11], [0.88, -1.67, 0.72], [2.60, -0.67, -2.63], [2.43, -2.60, 0.44], [-0.71, -0.50, -0.27], [0.24, -1.30, -0.74], [1.76, -0.42, -1.25], [-0.04, 0.64, 0.19], [0.41, -0.45, -0.85], [-1.14, 0.34, -0.33]]}


5.
{"formula": "C44H40BrN2O12", "method": "ωB97M-V/def2-TZVPD", "mol_weight_g_mol": 868.7, "total_charge": 1, "e_lumo_ev": -4.922, "e_homo_ha": -0.4088, "e_tot_ev": -143857.72701, "gap_ev": 6.20, "spin_multiplicity": 1, "elements": ["C", "C", "O", "C", "C", "O", "C", "O", "C", "O", "C", "C", "C", "N", "C", "N", "C", "C", "C", "O", "O", "C", "C", "O", "O", "C", "Br", "H", "H", "H", "H", "H", "H", "H", "H", "H", "H", "H", "H", "H", "H", "H", "H", "H", "H", "H", "H", "H", "H", "H", "H", "C", "C", "C", "C", "C", "C", "C", "O", "C", "C", "C", "C", "C", "C", "C", "O", "H", "H", "H", "H", "H", "H", "H", "H", "C", "C", "C", "C", "C", "C", "C", "O", "C", "C", "C", "C", "C", "C", "C", "O", "H", "H", "H", "H", "H", "H", "H", "H"], "xyz": [[2.720, -1.889, 2.059], [2.907, -0.303, 2.134], [1.798, 0.344, 1.465], [2.244, 1.119, 0.358], [1.064, 1.981, -0.268], [1.043, 1.772, -1.685], [-0.162, 2.276, -2.267], [-0.564, 1.527, -3.412], [-1.128, 0.311, -3.101], [-1.228, -0.501, -3.978], [-1.701, -0.095, -1.720], [-0.936, -0.896, -0.764], [0.517, -1.351, -1.138], [0.468, -2.650, -1.885], [-1.566, -1.233, 0.494], [-2.847, -0.844, 0.856], [-3.332, -1.279, 2.191], [-3.540, -0.131, 3.248], [-2.354, 0.866, 3.429], [-2.480, 1.709, 4.289], [-1.149, 0.838, 2.698], [-3.615, -0.117, -0.038], [-5.080, 0.305, 0.283], [-5.943, -0.579, -0.476], [-6.094, -1.771, 0.193], [-3.070, 0.285, -1.344], [-4.210, 1.301, -2.563], [3.296, -2.229, 1.163], [1.638, -2.072, 1.845], [3.040, -2.393, 3.006], [3.885, 0.018, 1.683], [2.869, -0.054, 3.227], [2.713, 0.496, -0.456], [3.042, 1.850, 0.679], [0.116, 1.577, 0.181], [1.230, 3.046, 0.038], [0.093, 3.308, -2.644], [-0.976, 2.431, -1.503], [1.177, -1.413, -0.236], [1.013, -0.629, -1.838], [0.128, -2.394, -2.820], [-0.211, -3.242, -1.403], [-0.972, -1.845, 1.216], [-4.347, -1.741, 2.019], [-2.694, -2.092, 2.611], [-4.463, 0.480, 3.102], [-3.669, -0.638, 4.246], [-1.116, 1.542, 2.021], [-5.383, 0.175, 1.348], [-5.310, 1.341, -0.068], [-5.467, -2.439, -0.153], [1.785, 1.659, 5.292], [0.462, 1.931, 4.951], [-0.073, 3.180, 5.182], [0.704, 4.171, 5.777], [2.022, 3.896, 6.143], [2.565, 2.639, 5.886], [2.849, 4.927, 6.821], [3.998, 4.688, 7.136], [2.243, 6.250, 7.114], [2.984, 7.208, 7.799], [2.432, 8.452, 8.067], [1.140, 8.748, 7.642], [0.395, 7.795, 6.963], [0.940, 6.541, 6.705], [0.122, 5.517, 6.009], [-1.009, 5.773, 5.640], [2.204, 0.678, 5.101], [-0.156, 1.173, 4.504], [-1.100, 3.377, 4.909], [3.592, 2.424, 6.157], [3.992, 6.983, 8.130], [3.009, 9.194, 8.605], [0.713, 9.723, 7.845], [-0.612, 8.029, 6.638], [0.901, -8.489, -8.357], [-0.437, -8.242, -8.651], [-0.991, -6.999, -8.381], [-0.211, -6.001, -7.805], [1.124, -6.256, -7.488], [1.681, -7.499, -7.777], [1.955, -5.218, -6.828], [3.119, -5.438, -6.555], [1.337, -3.909, -6.499], [2.085, -2.945, -5.829], [1.521, -1.713, -5.529], [0.208, -1.435, -5.905], [-0.542, -2.395, -6.568], [0.016, -3.637, -6.858], [-0.809, -4.669, -7.536], [-1.956, -4.429, -7.861], [1.335, -9.457, -8.577], [-1.048, -9.020, -9.094], [-2.031, -6.810, -8.616], [2.720, -7.697, -7.545], [3.108, -3.155, -5.537], [2.104, -0.966, -5.002], [-0.224, -0.478, -5.680], [-1.565, -2.177, -6.854]], "forces_ev_per_a": [[0.17, 1.22, -0.80], [-0.15, -1.30, 0.86], [0.63, 0.25, -0.51], [0.52, 1.19, -0.75], [0.74, -1.14, 1.19], [-1.38, -0.04, 0.24], [0.93, 2.49, 0.02], [-0.38, -1.02, 2.33], [0.03, -0.38, -0.99], [-0.73, 0.37, 1.34], [-1.20, 0.46, 2.18], [-1.11, 1.12, 0.00], [-0.08, -0.45, -0.25], [-0.30, 1.38, 0.64], [0.73, 0.33, -1.37], [1.42, 0.05, -1.88], [-1.88, -0.10, 0.86], [1.14, -0.70, -0.15], [-0.21, 1.97, 1.35], [-0.17, -1.31, -1.33], [-1.79, -1.08, -0.64], [0.46, 1.01, -1.16], [-0.21, -1.09, 0.16], [0.68, 1.71, -0.96], [-0.11, -1.50, 1.51], [1.03, -1.11, 1.10], [1.22, -0.86, 0.92], [-0.43, -0.22, 0.90], [0.82, -0.01, 0.45], [-0.22, 0.39, -1.01], [-0.94, -0.29, 0.55], [0.11, 0.28, -1.14], [-0.57, 0.37, 0.68], [-0.70, -0.77, -0.14], [0.56, 0.47, -0.30], [-0.42, -0.73, -0.57], [-0.53, -1.06, 0.03], [0.56, -0.69, -0.63], [-0.84, -0.05, -0.65], [-0.70, -0.34, 0.81], [-0.01, -0.71, 0.33], [0.22, -0.14, -0.56], [-0.82, 0.78, -0.53], [1.06, 0.38, 0.16], [-0.16, 0.88, -0.66], [0.88, -0.47, -0.04], [0.14, 0.54, -0.97], [0.01, -0.10, 0.65], [0.52, 0.29, -0.81], [0.36, -0.99, 0.29], [-0.16, 0.66, -0.49], [-0.02, 0.21, 0.07], [0.36, -0.10, 0.21], [-0.05, 0.25, 0.05], [0.20, -0.20, -0.03], [-0.20, -0.10, -0.11], [0.03, -0.26, -0.09], [0.63, -0.05, 0.22], [-0.13, -0.01, -0.07], [-0.14, 0.16, 0.03], [0.05, 0.18, 0.09], [-0.05, -0.09, -0.07], [0.03, -0.10, -0.03], [0.00, 0.19, 0.08], [0.13, 0.09, 0.08], [-0.60, 0.22, -0.14], [0.13, -0.07, -0.01], [-0.02, 0.04, 0.09], [0.26, -0.02, 0.15], [0.13, 0.19, 0.12], [-0.06, 0.17, 0.06], [-0.08, -0.12, -0.10], [-0.03, -0.05, -0.03], [0.02, -0.06, -0.01], [0.06, -0.17, -0.02], [-0.03, 0.09, 0.03], [0.05, 0.09, 0.04], [-0.05, -0.19, -0.08], [0.13, -0.15, 0.01], [-0.15, -0.09, -0.08], [0.00, -0.19, -0.05], [0.63, -0.19, 0.10], [-0.14, 0.06, 0.00], [-0.13, 0.19, 0.05], [0.05, 0.18, 0.16], [-0.09, -0.17, -0.06], [0.44, -0.25, -0.55], [0.04, 0.13, 0.10], [0.13, 0.15, 0.14], [-0.62, 0.03, -0.23], [0.12, 0.01, 0.09], [-0.02, 0.06, 0.01], [0.04, 0.05, 0.01], [0.10, 0.14, 0.05], [-0.06, 0.16, 0.05], [-0.08, -0.14, -0.12], [0.01, -0.02, -0.07], [0.20, -0.03, -0.38], [0.06, -0.16, -0.05]]}


6.
{"formula": "C28H38BrFN2O3Si2", "method": "ωB97M-V/def2-TZVPD", "mol_weight_g_mol": 605.7, "total_charge": 0, "e_lumo_ev": 0.261, "e_homo_ha": -0.3111, "e_tot_ev": -127295.93921, "gap_ev": 8.73, "spin_multiplicity": 1, "elements": ["C", "C", "C", "F", "Si", "O", "C", "C", "O", "C", "C", "C", "C", "C", "C", "O", "Si", "Br", "C", "N", "C", "N", "C", "C", "C", "H", "H", "H", "H", "H", "H", "H", "H", "H", "H", "H", "H", "H", "H", "H", "H", "H", "H", "H", "H", "H", "H", "H", "H", "H", "H", "C", "C", "C", "C", "C", "C", "H", "H", "H", "H", "H", "H", "C", "C", "C", "C", "C", "C", "H", "H", "H", "H", "H", "H"], "xyz": [[2.230, -1.206, 2.766], [1.604, 0.199, 2.698], [1.599, 0.778, 1.296], [1.217, 2.124, 1.413], [0.371, -0.058, 0.116], [-0.756, 1.098, -0.225], [-0.556, -1.488, 0.934], [-1.631, -1.068, 1.875], [-1.538, -1.144, 3.068], [-2.897, -0.536, 1.263], [-3.666, -1.341, 0.426], [-4.825, -0.818, -0.141], [-5.187, 0.502, 0.117], [-4.418, 1.296, 0.961], [-3.266, 0.779, 1.541], [1.030, -0.743, -1.245], [1.965, 0.100, -2.335], [4.099, 0.200, -1.675], [1.311, 1.816, -2.651], [1.682, 2.773, -1.588], [2.561, 3.840, -2.046], [1.974, -0.807, -3.776], [0.889, -1.167, -4.327], [0.286, -2.518, -4.078], [0.144, -0.327, -5.323], [3.084, -1.209, 3.426], [2.556, -1.500, 1.768], [1.494, -1.940, 3.067], [0.625, 0.247, 3.161], [2.238, 0.868, 3.274], [2.628, 0.775, 0.941], [-1.478, 0.709, -0.734], [0.119, -2.213, 1.371], [-1.045, -1.989, 0.096], [-3.337, -2.351, 0.243], [-5.411, -1.444, -0.793], [-6.075, 0.883, -0.358], [-4.723, 2.313, 1.138], [-2.671, 1.410, 2.179], [0.231, 1.806, -2.802], [1.738, 2.135, -3.602], [0.826, 3.169, -1.229], [3.583, 3.476, -2.059], [2.530, 4.641, -1.315], [2.275, 4.260, -3.012], [0.722, -3.223, -4.780], [-0.785, -2.499, -4.262], [0.493, -2.829, -3.064], [-0.835, -0.074, -4.922], [0.013, -0.847, -6.266], [0.674, 0.600, -5.496], [-2.190, 3.407, -1.993], [-2.262, 4.595, -1.278], [-2.961, 5.676, -1.798], [-3.592, 5.567, -3.029], [-3.523, 4.379, -3.743], [-2.819, 3.300, -3.226], [-1.644, 2.570, -1.584], [-1.774, 4.675, -0.315], [-3.013, 6.604, -1.243], [-4.140, 6.409, -3.433], [-4.017, 4.294, -4.703], [-2.762, 2.374, -3.786], [4.725, -5.533, 5.619], [3.758, -6.435, 5.197], [2.450, -6.012, 5.005], [2.110, -4.685, 5.230], [3.077, -3.783, 5.650], [4.384, -4.207, 5.847], [5.744, -5.864, 5.770], [4.024, -7.468, 5.016], [1.695, -6.716, 4.681], [1.090, -4.353, 5.078], [2.812, -2.748, 5.824], [5.137, -3.504, 6.179]], "forces_ev_per_a": [[-0.55, 0.38, -0.58], [0.55, -0.03, 0.32], [-0.19, 0.04, 0.15], [-0.08, 0.21, -0.04], [0.00, -0.46, 0.47], [0.23, -0.25, -0.40], [-0.04, -0.11, -0.61], [-0.34, -0.10, -0.44], [0.30, 0.05, 1.05], [0.19, 0.20, -0.01], [0.02, 0.67, 0.13], [0.37, 0.02, 0.17], [0.09, -0.47, -0.07], [0.03, -0.35, -0.19], [-0.64, -0.11, -0.27], [0.20, 0.99, 0.43], [0.74, -0.89, -1.08], [-0.27, 0.08, 0.11], [0.47, 0.33, 0.36], [-0.51, -0.23, -0.25], [-0.09, -0.11, 0.54], [-0.76, 0.61, 0.90], [0.23, -0.46, -0.44], [-0.23, 0.17, -0.02], [0.30, 0.46, 0.01], [0.16, -0.23, 0.15], [0.28, -0.15, -0.05], [0.01, -0.20, 0.32], [-0.25, -0.14, -0.06], [0.00, 0.23, 0.14], [0.07, -0.04, -0.31], [-0.26, 0.16, 0.13], [0.15, 0.00, 0.26], [0.01, -0.02, -0.23], [-0.11, -0.22, -0.15], [-0.21, 0.01, -0.08], [-0.13, 0.22, 0.01], [0.04, 0.22, 0.10], [0.23, -0.05, 0.14], [-0.18, -0.12, -0.01], [0.07, -0.01, -0.22], [0.01, 0.07, 0.21], [0.19, -0.03, -0.31], [0.01, 0.15, 0.13], [0.06, -0.03, -0.22], [0.14, -0.19, -0.07], [-0.16, -0.08, 0.00], [0.12, -0.17, 0.17], [-0.26, -0.15, 0.02], [-0.15, -0.18, -0.14], [0.15, 0.14, -0.10], [-0.06, 0.01, -0.11], [0.02, 0.02, 0.03], [-0.01, 0.00, 0.00], [0.00, 0.00, 0.01], [-0.01, -0.01, -0.02], [0.01, 0.02, 0.02], [0.02, 0.10, 0.02], [0.01, -0.01, 0.00], [-0.01, 0.00, 0.01], [0.00, 0.01, -0.01], [0.00, 0.00, -0.01], [-0.01, 0.00, 0.00], [0.01, 0.00, 0.00], [0.00, -0.01, 0.00], [0.00, 0.00, -0.01], [-0.02, 0.00, -0.01], [0.00, 0.03, 0.00], [0.00, 0.00, -0.01], [0.01, 0.00, 0.00], [0.00, -0.01, 0.01], [0.00, 0.00, -0.01], [0.00, 0.01, 0.00], [-0.01, 0.00, 0.01], [0.00, 0.00, 0.00]]}